Density functional theory data (ωB97M-V with the def2-TZVPD basis set) for a single C7H12N2S3 molecule.

Bonds (Å) are listed after each position.
Geometry (Å):
1 C -1.986 -0.555 -0.374  N8 1.331, S11 1.661
2 C 1.320 -0.065 0.001  N9 1.372, S12 1.776
3 C -0.081 -1.891 -0.208  N8 1.409, N9 1.393, S10 1.618
4 C -0.676 -0.546 1.756  N8 1.472, H13 1.073, H14 1.117, H15 1.055
5 C 2.134 -2.499 -0.465  N9 1.436, H16 1.044, H17 1.197, H18 1.121
6 C -4.075 0.860 -0.879  S11 1.752, H19 1.103, H20 1.087, H21 1.109
7 C 2.752 2.208 0.343  S12 1.854, H22 1.128, H23 1.184, H24 1.080
8 N -0.995 -1.003 0.394  C1 1.331, C3 1.409, C4 1.472
9 N 1.230 -1.423 -0.172  C2 1.372, C3 1.393, C5 1.436
10 S -0.585 -3.219 -0.984  C3 1.618
11 S -2.950 0.536 0.425  C1 1.661, C6 1.752
12 S 3.031 0.409 -0.008  C2 1.776, C7 1.854
13 H -0.226 -1.381 2.259  C4 1.073
14 H 0.045 0.307 1.710  C4 1.117
15 H -1.583 -0.270 2.218  C4 1.055
16 H 3.080 -2.127 -0.700  C5 1.044
17 H 2.298 -3.274 0.432  C5 1.197
18 H 1.718 -2.985 -1.386  C5 1.121
19 H -4.706 0.087 -1.348  C6 1.103
20 H -3.479 1.034 -1.771  C6 1.087
21 H -4.696 1.709 -0.529  C6 1.109
22 H 1.746 2.429 -0.118  C7 1.128
23 H 3.612 2.875 -0.123  C7 1.184
24 H 2.872 2.356 1.406  C7 1.080

Summary:
**Calculated total energy**: -42934.374 eV
**Frontier orbital gap**: 7.77 eV
**Lowest unoccupied orbital energy**: -0.4 eV

Mulliken population analysis, charges in e, atoms 1 to 8: number 1, C, carries -0.432; number 2, C, carries -0.384; number 3, C, carries 0.120; number 4, C, carries -1.108; number 5, C, carries -0.928; number 6, C, carries -0.846; number 7, C, carries -0.739; number 8, N, carries 0.365